(i)
C37H43N6ORbS4 | ωB97M-V/def2-TZVPD

Last column: Löwdin charge in e.
Cartesian coordinates (Å):
Rb -0.14 -0.17 -0.13  0.596
C 3.03 0.79 -2.83  -0.101
N 2.16 1.65 -2.05  -0.159
C 1.19 2.32 -2.89  -0.208
C 0.13 1.39 -3.50  -0.190
N -1.18 1.51 -2.88  -0.193
C -2.11 0.59 -3.51  -0.115
C -1.71 2.83 -2.75  -0.292
C -1.31 3.86 -3.59  -0.066
C -1.73 5.18 -3.39  -0.133
C -2.58 5.45 -2.33  -0.138
C -3.04 4.42 -1.53  -0.155
C -2.65 3.08 -1.72  -0.691
S -3.35 1.84 -0.73  0.457
C 2.85 2.52 -1.15  -0.256
C 2.79 3.91 -1.32  -0.054
C 3.35 4.79 -0.41  -0.128
C 3.99 4.30 0.71  -0.136
C 4.10 2.93 0.88  -0.167
C 3.56 2.00 -0.03  -0.677
S 3.82 0.31 0.28  0.478
H 3.38 1.31 -3.74  0.088
H 2.51 -0.13 -3.13  0.076
H 3.89 0.49 -2.23  0.023
H 1.70 2.87 -3.70  0.117
H 0.67 3.05 -2.28  0.110
H 0.44 0.35 -3.38  0.108
H 0.07 1.56 -4.59  0.112
H -2.17 0.77 -4.60  0.089
H -3.10 0.73 -3.08  0.033
H -1.80 -0.44 -3.35  0.034
H -0.62 3.65 -4.40  0.100
H -1.38 5.96 -4.05  0.079
H -2.89 6.47 -2.14  0.082
H -3.71 4.63 -0.71  0.077
H 2.29 4.32 -2.18  0.093
H 3.27 5.86 -0.58  0.083
H 4.41 4.97 1.45  0.085
H 4.61 2.53 1.75  0.075
C -1.37 2.20 2.30  -0.230
N -1.17 0.76 2.24  -0.092
C -2.05 0.04 2.81  -0.145
C -2.10 -1.40 2.81  -0.349
C -2.88 -2.15 3.70  -0.102
C -2.64 -3.49 3.41  -0.135
C -1.73 -3.48 2.34  -0.263
N -1.41 -2.23 1.96  0.006
C -0.55 2.88 3.37  -0.195
C -1.10 3.90 4.13  -0.053
C -0.35 4.57 5.09  -0.112
C 0.97 4.22 5.30  -0.120
C 1.54 3.20 4.54  -0.088
C 0.79 2.54 3.59  -0.022
H -2.42 2.45 2.43  0.099
H -1.06 2.62 1.33  0.104
H -2.88 0.51 3.36  0.127
H -3.53 -1.75 4.47  0.081
H -3.05 -4.36 3.91  0.064
H -1.32 -4.34 1.83  0.050
H -2.14 4.18 3.96  0.105
H -0.80 5.37 5.67  0.089
H 1.57 4.75 6.04  0.087
H 2.57 2.92 4.70  0.098
H 1.23 1.74 2.99  0.116
C 3.68 -2.76 -0.89  -0.287
S 1.99 -2.35 -0.39  0.643
C 1.83 -3.71 0.81  -0.224
O 1.12 -2.72 -1.54  -0.592
H 3.73 -3.81 -1.20  0.051
H 4.33 -2.54 -0.05  0.030
H 3.92 -2.09 -1.71  0.031
H 2.62 -3.61 1.56  0.059
H 1.91 -4.66 0.27  0.040
H 0.85 -3.62 1.28  0.027
N -2.51 -3.03 -0.94  0.136
C -1.96 -3.65 -1.99  -0.919
S -2.33 -3.30 -3.58  0.583
N -1.09 -4.68 -1.74  0.037
C -1.01 -5.58 -0.70  -0.235
C -1.96 -5.66 0.32  -0.063
C -1.82 -6.60 1.33  -0.098
C -0.74 -7.48 1.35  -0.107
C 0.20 -7.41 0.33  -0.107
C 0.07 -6.48 -0.68  -0.050
H -3.05 -2.20 -1.13  0.105
H -2.05 -3.04 -0.02  0.065
H -0.45 -4.82 -2.51  0.108
H -2.81 -4.99 0.32  0.107
H -2.57 -6.65 2.11  0.107
H -0.63 -8.19 2.15  0.091
H 1.04 -8.09 0.32  0.095
H 0.80 -6.43 -1.48  0.112

* net charge: -2
* HOMO level: -0.0583 Ha
* orbital gap: 5.245 eV

(ii)
C37H43N6ORbS4 | ωB97M-V/def2-TZVPD

Last column: Löwdin charge in e.
Cartesian coordinates (Å):
Rb -2.95 1.11 -0.73  0.627
C -3.25 -2.98 -0.38  -0.083
N -2.45 -1.95 0.27  -0.167
C -1.03 -2.14 0.06  -0.212
C -0.64 -2.49 -1.38  -0.210
N -1.13 -1.62 -2.40  -0.169
C -0.46 -0.34 -2.47  -0.122
C -1.35 -2.20 -3.69  -0.279
C -0.55 -3.24 -4.13  -0.064
C -0.74 -3.84 -5.37  -0.144
C -1.75 -3.36 -6.18  -0.144
C -2.55 -2.31 -5.76  -0.157
C -2.40 -1.68 -4.50  -0.697
S -3.45 -0.40 -4.03  0.443
C -2.83 -1.71 1.63  -0.264
C -1.93 -1.96 2.67  -0.053
C -2.27 -1.80 4.01  -0.148
C -3.54 -1.36 4.32  -0.155
C -4.43 -1.06 3.31  -0.155
C -4.13 -1.20 1.94  -0.699
S -5.33 -0.75 0.76  0.408
H -4.29 -2.85 -0.09  0.020
H -2.91 -3.99 -0.09  0.092
H -3.20 -2.87 -1.46  0.084
H -0.63 -2.97 0.66  0.114
H -0.52 -1.23 0.40  0.091
H -1.00 -3.50 -1.59  0.111
H 0.48 -2.57 -1.38  0.113
H 0.61 -0.45 -2.74  0.097
H -0.51 0.17 -1.50  0.017
H -0.95 0.31 -3.19  0.049
H 0.25 -3.60 -3.49  0.093
H -0.11 -4.66 -5.69  0.075
H -1.93 -3.80 -7.16  0.081
H -3.34 -1.94 -6.39  0.076
H -0.93 -2.32 2.45  0.072
H -1.54 -2.02 4.78  0.081
H -3.84 -1.22 5.36  0.088
H -5.42 -0.68 3.54  0.079
C 2.32 3.86 0.19  -0.225
N 1.10 3.44 -0.47  -0.025
C 0.71 4.18 -1.45  -0.145
C -0.37 4.03 -2.35  -0.362
C -0.51 4.87 -3.49  -0.111
C -1.60 4.38 -4.19  -0.134
C -2.07 3.28 -3.45  -0.228
N -1.34 3.06 -2.35  -0.014
C 3.55 3.11 -0.29  -0.212
C 4.67 3.04 0.53  -0.059
C 5.82 2.38 0.11  -0.104
C 5.86 1.78 -1.15  -0.118
C 4.74 1.85 -1.97  -0.092
C 3.59 2.51 -1.54  -0.037
H 2.23 3.67 1.27  0.070
H 2.50 4.94 0.06  0.115
H 1.31 5.08 -1.67  0.116
H 0.13 5.70 -3.74  0.078
H -2.00 4.75 -5.13  0.068
H -2.89 2.62 -3.71  0.058
H 4.63 3.47 1.52  0.108
H 6.68 2.32 0.77  0.092
H 6.75 1.26 -1.47  0.089
H 4.76 1.37 -2.94  0.097
H 2.72 2.54 -2.18  0.110
C -1.69 1.78 4.02  -0.243
S -1.59 2.07 2.25  0.749
C -0.72 3.63 2.32  -0.265
O -2.98 2.41 1.80  -0.642
H -2.17 2.64 4.48  0.057
H -0.67 1.62 4.39  0.031
H -2.28 0.88 4.15  0.024
H 0.25 3.48 2.78  0.009
H -1.34 4.34 2.87  0.056
H -0.59 3.96 1.29  0.034
N 1.30 0.66 0.37  0.138
C 1.72 0.19 1.54  -0.848
S 1.97 1.16 2.88  0.627
N 1.96 -1.16 1.53  0.056
C 2.25 -2.01 2.61  -0.263
C 1.59 -1.92 3.83  -0.058
C 1.88 -2.83 4.84  -0.081
C 2.82 -3.84 4.64  -0.111
C 3.47 -3.93 3.42  -0.103
C 3.19 -3.02 2.41  -0.030
H 1.09 1.66 0.19  0.057
H 1.19 0.06 -0.43  0.077
H 1.87 -1.63 0.64  0.131
H 0.84 -1.16 3.97  0.078
H 1.35 -2.76 5.78  0.101
H 3.03 -4.55 5.43  0.091
H 4.20 -4.71 3.25  0.094
H 3.71 -3.07 1.46  0.111

* net charge: -2
* HOMO level: -0.0516 Ha
* orbital gap: 5.133 eV

Stability, lowest: (i)

(i)
C4H12NO2P | ωB97M-V/def2-TZVPD

Last column: Löwdin charge in e.
Cartesian coordinates (Å):
C 1.27 -0.82 -0.98  -0.100
C 0.60 -1.39 1.41  -0.116
C -1.52 1.15 -1.44  -0.165
C 0.48 -0.49 0.26  -0.455
N 0.91 1.43 0.90  0.053
O -1.91 0.57 1.22  -0.204
O -2.12 -1.36 -0.46  -0.327
P -1.30 -0.14 -0.15  0.544
H 0.80 -0.27 -1.75  0.022
H 1.36 -1.94 -1.26  0.120
H 2.37 -0.39 -0.85  0.126
H 1.62 -1.28 1.94  0.116
H -0.20 -1.26 2.13  0.076
H 0.57 -2.42 0.93  0.112
H -1.13 2.20 -1.19  0.072
H -1.08 0.76 -2.35  0.026
H -2.63 1.46 -1.41  0.083
H 1.58 1.16 1.56  -0.024
H 1.52 1.78 0.19  -0.001
H -1.19 1.27 1.30  0.042

* HOMO level: -0.3603 Ha
* orbital gap: 10.175 eV

(ii)
C4H12NO2P | ωB97M-V/def2-TZVPD

Last column: Löwdin charge in e.
Cartesian coordinates (Å):
C 1.13 -1.22 1.23  -0.121
C 1.67 -0.17 -0.85  -0.092
C -2.24 -2.22 0.30  -0.174
C -0.05 3.36 -0.64  -0.262
N 1.06 -0.07 0.48  -0.506
O -1.18 -1.60 -0.35  -0.122
O 0.56 2.18 -0.39  -0.509
P 0.07 1.20 0.88  0.974
H -0.47 -2.00 -0.03  -0.066
H 2.05 -1.82 1.36  0.073
H 0.27 -1.19 1.95  0.056
H 2.34 0.66 -0.99  0.083
H 2.31 -0.94 -0.86  0.042
H 0.92 -0.31 -1.63  0.103
H -2.04 -2.44 1.50  0.129
H -2.61 -3.15 -0.08  0.051
H -3.06 -1.48 0.28  0.078
H 0.19 3.79 -1.71  0.116
H 0.23 4.19 0.09  0.090
H -1.13 3.23 -0.55  0.058

* HOMO level (alpha / beta): -0.2627 / -0.2436 Ha
* orbital gap (alpha / beta): 7.389 / 6.975 eV

(iii)
C4H12NO2P | ωB97M-V/def2-TZVPD

Last column: Löwdin charge in e.
Cartesian coordinates (Å):
C -1.55 -2.38 1.13  -0.087
C -0.75 -1.07 1.07  -0.265
C -0.32 -0.69 -0.33  -0.176
C 0.30 0.75 -0.18  -0.538
N -0.56 1.88 0.01  -0.026
P 1.28 1.36 -1.70  0.841
O 2.11 2.72 -1.16  -0.276
O 2.52 0.28 -1.66  -0.327
H -1.00 -3.15 0.47  0.103
H -1.75 -2.65 2.10  0.024
H -2.56 -2.37 0.65  0.080
H -0.02 -1.15 1.76  0.075
H -1.26 -0.24 1.44  0.075
H -1.12 -0.52 -1.00  0.099
H 0.37 -1.39 -0.59  0.073
H 1.05 0.88 0.68  0.142
H -0.75 1.95 0.98  0.061
H -1.37 1.70 -0.56  0.065
H 1.98 3.43 -1.72  -0.013
H 3.39 0.65 -1.38  0.069

* SMILES: CCC[C@H](N)P(O)O
* HOMO level: -0.2981 Ha
* orbital gap: 9.138 eV

(iv)
C4H12NO2P | ωB97M-V/def2-TZVPD

Last column: Löwdin charge in e.
Cartesian coordinates (Å):
C 0.21 -2.08 0.48  -0.221
N -0.14 -1.05 -0.50  -0.239
P -0.02 0.44 -0.07  0.675
C 0.27 1.37 -1.60  -0.111
O 1.09 0.86 0.96  -0.290
C 2.40 0.41 0.53  -0.115
O -1.40 1.06 1.06  -0.296
C -2.59 0.48 0.72  -0.249
H 1.12 -2.72 0.41  0.073
H -0.55 -2.90 0.49  0.069
H 0.17 -1.50 1.42  0.059
H -0.11 0.68 -2.35  0.063
H -0.06 2.36 -1.65  0.045
H 1.27 1.34 -1.75  -0.005
H 3.19 1.19 0.58  0.089
H 2.19 -0.07 -0.55  0.114
H 2.78 -0.29 1.31  0.097
H -3.26 1.33 0.24  0.109
H -2.96 0.13 1.67  0.078
H -2.50 -0.29 -0.05  0.055

* SMILES: CN=P(C)(OC)OC
* HOMO level: -0.3280 Ha
* orbital gap: 9.743 eV

Stability, lowest: (ii)

(i)
CH3FOS | ωB97M-V/def2-TZVPD

Last column: Löwdin charge in e.
Cartesian coordinates (Å):
O 0.31 -0.72 -0.07  -0.100
C -0.22 -0.10 1.09  -0.466
S 1.21 0.16 2.30  0.886
F 2.29 0.66 1.05  -0.493
H 0.46 -1.62 0.14  0.067
H -0.76 0.69 0.79  0.044
H -0.88 -0.76 1.58  0.062

* SMILES: OCSF
* HOMO level: -0.3524 Ha
* orbital gap: 9.463 eV

(ii)
CH3FOS | ωB97M-V/def2-TZVPD

Last column: Löwdin charge in e.
Cartesian coordinates (Å):
C 0.08 -0.11 0.74  -0.268
O -1.77 0.83 -0.85  -0.420
F 1.52 -0.79 -2.31  -0.588
S -0.39 1.09 -0.53  1.108
H 0.53 0.42 1.58  0.054
H 0.82 -0.77 0.31  0.052
H -0.79 -0.67 1.06  0.062

* HOMO level (alpha / beta): -0.3368 / -0.3735 Ha
* orbital gap (alpha / beta): 5.088 / 6.380 eV

Stability, lowest: (ii)